(1)
DFT (the ωB97M-V functional and the def2-TZVPD basis) results for a structure of composition C42H64B2N10OS2Ti at a distorted geometry.

Computed properties:
total charge: +2
E_tot: -3956.80656 hartree
LUMO: -7.1742 eV

Last column: Mulliken charge in e.
Positions of all 122 atoms, in Å:
Ti: 0.704 0.943 -0.796  -2.467
C: 0.384 1.221 6.513  -1.981
C: 0.914 1.057 5.093  1.015
C: 2.220 0.269 5.105  -0.756
C: -0.123 0.429 4.194  -0.475
C: -1.359 -0.096 4.578  -1.137
C: -1.979 -0.520 3.433  0.039
C: -3.409 -0.995 3.501  0.119
C: -4.333 0.185 3.164  -1.063
C: -3.766 -2.316 2.831  -1.367
N: -1.140 -0.248 2.375  1.058
N: 0.023 0.338 2.883  -0.380
B: -1.096 -0.337 0.855  0.409
N: -2.080 0.426 -0.076  0.878
N: -1.371 1.200 -0.953  0.435
C: -2.248 1.812 -1.776  -0.920
C: -3.522 1.378 -1.448  -0.860
C: -3.388 0.497 -0.391  0.629
C: -4.474 -0.345 0.184  2.170
C: -4.686 -1.560 -0.730  -1.664
C: -5.774 0.441 0.351  -2.046
C: -1.873 2.749 -2.884  1.008
C: -3.094 3.172 -3.696  -2.058
C: -0.829 2.103 -3.778  -0.652
N: -0.632 -1.579 0.021  1.048
N: -0.077 -1.055 -1.125  0.441
C: 0.298 -2.061 -1.902  -0.034
C: -0.025 -3.263 -1.279  -1.119
C: -0.608 -2.935 -0.067  -0.196
C: -1.193 -3.960 0.868  0.571
C: -1.023 -3.668 2.354  -1.984
C: -2.637 -4.268 0.461  -1.504
C: 0.940 -1.791 -3.216  2.539
C: 0.043 -2.268 -4.360  -1.762
C: 2.339 -2.387 -3.304  -1.313
H: 1.125 1.718 7.136  0.443
H: -0.527 1.817 6.535  0.451
H: 0.171 0.253 6.962  0.396
H: 1.113 2.065 4.707  0.161
H: 2.050 -0.734 5.496  0.446
H: 2.645 0.177 4.108  -0.346
H: 2.954 0.756 5.742  0.451
H: -1.770 -0.160 5.565  0.639
H: -3.541 -1.190 4.570  0.654
H: -4.049 0.678 2.237  0.206
H: -5.365 -0.144 3.079  0.396
H: -4.279 0.934 3.951  0.468
H: -3.530 -2.358 1.774  -0.190
H: -3.247 -3.143 3.311  0.306
H: -4.835 -2.492 2.938  0.441
H: -0.040 0.419 0.705  1.403
H: -4.439 1.655 -1.925  0.639
H: -4.148 -0.697 1.154  -1.779
H: -5.095 -1.244 -1.689  0.409
H: -3.752 -2.090 -0.922  0.439
H: -5.390 -2.255 -0.276  0.407
H: -6.216 0.660 -0.618  0.492
H: -6.495 -0.149 0.912  0.428
H: -5.621 1.382 0.874  0.359
H: -1.443 3.650 -2.434  -0.152
H: -3.568 2.316 -4.170  0.420
H: -3.830 3.679 -3.079  0.464
H: -2.791 3.862 -4.479  0.480
H: -1.254 1.247 -4.307  0.437
H: -0.444 2.810 -4.511  0.508
H: 0.032 1.752 -3.191  -0.120
H: 0.117 -4.257 -1.658  0.769
H: -0.619 -4.868 0.649  0.645
H: -1.303 -2.654 2.621  0.292
H: -1.637 -4.351 2.937  0.543
H: 0.005 -3.831 2.666  0.307
H: -3.276 -3.391 0.523  0.300
H: -2.671 -4.627 -0.566  0.317
H: -3.051 -5.039 1.105  0.484
H: 1.025 -0.698 -3.278  -1.734
H: -0.084 -3.347 -4.322  0.447
H: -0.944 -1.812 -4.312  0.400
H: 0.494 -2.022 -5.320  0.480
H: 2.319 -3.462 -3.129  0.320
H: 2.751 -2.215 -4.297  0.507
H: 3.018 -1.929 -2.577  0.129
N: 4.431 2.274 -2.469  0.062
C: 4.076 1.885 -3.744  0.343
C: 4.788 1.948 -4.937  -1.184
C: 4.138 1.500 -6.064  -0.676
C: 2.822 1.019 -5.995  -1.466
C: 2.123 0.960 -4.809  0.013
C: 2.768 1.390 -3.644  0.050
N: 2.358 1.478 -2.300  1.245
C: 3.384 2.022 -1.658  0.062
C: 3.364 2.358 -0.241  -1.103
C: 4.259 3.092 0.482  -0.205
S: 3.700 3.289 2.082  -0.087
C: 2.306 2.387 1.707  -1.009
N: 2.268 1.958 0.481  1.689
H: 5.302 2.707 -2.204  0.286
H: 5.791 2.338 -4.980  0.491
H: 4.642 1.531 -7.018  0.440
H: 2.337 0.700 -6.904  0.496
H: 1.106 0.612 -4.812  0.455
H: 5.175 3.546 0.159  0.489
H: 1.515 2.181 2.405  0.484
B: 0.519 5.536 -0.635  0.909
C: 0.467 4.016 -0.793  -0.433
N: 0.445 2.850 -0.890  -0.213
H: 1.541 5.766 -0.035  -0.116
H: -0.480 5.846 -0.042  -0.082
H: 0.532 5.976 -1.759  -0.053
O: 2.251 -0.366 -0.356  -0.145
S: 2.727 -1.730 0.167  0.201
C: 2.471 -1.686 1.955  1.451
C: 3.841 -1.888 2.595  -0.911
C: 4.824 -1.094 1.741  -0.392
C: 4.523 -1.487 0.299  -0.740
H: 1.731 -2.436 2.211  -0.223
H: 2.042 -0.695 2.156  -0.938
H: 4.113 -2.944 2.598  0.424
H: 3.822 -1.552 3.632  0.418
H: 5.860 -1.323 1.990  0.546
H: 4.675 -0.020 1.882  0.026
H: 4.979 -2.437 0.020  0.542
H: 4.776 -0.742 -0.454  0.269

***

(2)
DFT (the ωB97M-V functional and the def2-TZVPD basis) results for an isolated molecule of C18H32O2.

Computed properties:
structure (SMILES): CCCCCC/C=C/C=C\CCCCCCCC(=O)O
total charge: 0
E_tot: -855.54477 hartree
LUMO: 0.8202 eV

Last column: natural (NBO) charge in e.
Positions of all 52 atoms, in Å:
C: -2.067 -2.720 1.832  -0.602
H: -2.842 -2.708 2.596  0.200
C: -2.590 -2.128 0.529  -0.395
C: -3.049 -0.682 0.698  -0.394
C: -3.419 -0.065 -0.648  -0.405
C: -4.012 1.339 -0.538  -0.380
H: -4.318 1.667 -1.534  0.197
H: -4.906 1.311 0.091  0.198
C: -3.033 2.368 0.040  -0.443
C: -1.767 2.436 -0.746  -0.124
C: -0.544 2.376 -0.221  -0.246
C: 0.661 2.457 -1.010  -0.219
C: 1.916 2.513 -0.558  -0.163
C: 2.368 2.582 0.867  -0.454
H: 2.628 3.627 1.070  0.221
H: 1.565 2.309 1.550  0.204
C: 3.601 1.717 1.153  -0.380
C: 3.270 0.262 1.484  -0.384
C: 2.478 -0.448 0.388  -0.421
C: 2.471 -1.962 0.591  -0.391
C: 1.451 -2.687 -0.286  -0.375
C: 1.616 -2.385 -1.780  -0.524
C: 0.941 -1.089 -2.149  0.812
O: -0.193 -0.798 -1.875  -0.614
O: 1.737 -0.278 -2.854  -0.687
H: 1.280 0.559 -3.041  0.498
H: 2.667 -2.342 -2.065  0.223
H: 1.126 -3.171 -2.360  0.242
H: 1.551 -3.762 -0.124  0.208
H: 0.442 -2.395 0.011  0.216
H: 2.238 -2.182 1.636  0.203
H: 3.470 -2.356 0.389  0.193
H: 1.452 -0.079 0.380  0.208
H: 2.928 -0.212 -0.577  0.204
H: 2.706 0.222 2.420  0.194
H: 4.210 -0.274 1.647  0.199
H: 4.270 1.748 0.290  0.193
H: 4.143 2.142 2.003  0.205
H: 2.723 2.575 -1.279  0.194
H: 0.495 2.487 -2.082  0.185
H: -0.433 2.267 0.849  0.194
H: -1.889 2.553 -1.815  0.188
H: -3.518 3.351 0.016  0.214
H: -2.814 2.135 1.083  0.203
H: -2.524 -0.036 -1.271  0.225
H: -4.150 -0.711 -1.142  0.197
H: -2.237 -0.109 1.148  0.192
H: -3.907 -0.644 1.376  0.189
H: -3.423 -2.733 0.163  0.190
H: -1.806 -2.152 -0.231  0.210
H: -1.746 -3.750 1.686  0.205
H: -1.218 -2.146 2.198  0.196

***

(3)
DFT (the ωB97M-V functional and the def2-TZVPD basis) results for an isolated molecule of CH4INS at a distorted geometry.

Computed properties:
total charge: 0
E_tot: -791.03431 hartree
LUMO (alpha / beta): -1.3581 / -1.3581 eV

Last column: natural (NBO) charge in e.
Positions of all 8 atoms, in Å:
C: 0.027 -0.739 -0.779  -0.788
N: -0.642 0.150 1.743  -0.865
S: 0.607 0.502 0.431  0.678
I: 0.105 2.756 -0.626  -0.100
H: 0.859 -1.402 -0.864  0.233
H: -0.056 -0.362 -1.885  0.251
H: -0.911 -1.374 -0.562  0.274
H: 0.011 0.468 2.541  0.317

***

The evaluated relative energy (zero: lowest compared OMol25 entry of this formula, charge and spin) for the records listed, in turn: 9.1; 1.9; 51.5 kcal per mole.